No. 1
Density functional theory data (ωB97M-V/def2-TZVPD) for a cluster of 2 separate species, C6H14N2O2 in total at a distorted geometry.

Geometry (Å):
C  -1.8597  2.8354  -0.6365
N  -2.1244  1.5335  -0.1317
C  -1.6021  0.3486  -0.6292
C  -2.0833  -0.8654  0.1098
O  -0.6714  0.2978  -1.4047
H  -2.5862  3.1405  -1.4301
H  -1.9143  3.6624  0.0307
H  -0.9037  2.9388  -1.1846
H  -2.9800  1.4127  0.3953
H  -2.5030  -0.6479  1.0902
H  -2.8191  -1.4977  -0.4853
H  -1.3210  -1.6651  0.2447
C  2.4452  -2.4982  -0.5759
N  1.5394  -1.4073  -0.1733
C  2.1359  -0.5477  0.7231
C  1.3537  0.5625  1.3498
O  3.2963  -0.6547  1.1315
H  2.1072  -3.4553  -0.1019
H  2.7030  -2.5615  -1.6350
H  3.4990  -2.3559  -0.2165
H  0.9417  -0.9820  -0.9529
H  0.9995  0.1886  2.3205
H  1.9166  1.4841  1.4357
H  0.4308  0.7338  0.7263

Results
Spin multiplicity = 1
DFT total energy = -13524.252 eV
F_max = 0.0625 hartree/bohr
Gap between HOMO and LUMO = 9.84 eV
SMILES = CNC(C)=O.CNC(C)=O
E_HOMO = -9.20 eV



No. 2
Density functional theory data (ωB97M-V/def2-TZVPD) for a structure of composition C17H19F6N5O3PtSb at a distorted geometry.

Geometry (Å):
Pt  -0.6533  -0.1258  -1.0522
C  0.0419  -3.7168  -3.3219
C  -0.5128  -2.7752  -2.2908
O  -0.7146  -1.5865  -2.6290
C  -0.8312  -3.3263  -1.0037
C  -1.3961  -2.6837  0.0883
C  -1.8522  -3.4792  1.2756
N  -1.5654  -1.3609  0.1404
N  -2.2478  -0.8493  1.1728
C  -2.1800  0.4731  1.1616
O  -1.5515  1.1221  0.2441
C  -2.8294  1.2391  2.2305
C  -2.6246  2.6152  2.2986
C  -3.2441  3.3506  3.2932
C  -4.0655  2.7196  4.2155
C  -4.2624  1.3464  4.1535
C  -3.6441  0.6028  3.1656
H  0.4119  -3.1527  -4.1732
H  -0.7374  -4.4021  -3.6588
H  0.8409  -4.3159  -2.8868
H  -0.6763  -4.3902  -0.8971
H  -1.5337  -4.5129  1.1744
H  -2.9392  -3.4444  1.3545
H  -1.4568  -3.0495  2.1945
H  -1.9623  3.0867  1.5854
H  -3.0776  4.4172  3.3548
H  -4.5513  3.2987  4.9895
H  -4.8971  0.8559  4.8794
H  -3.7839  -0.4667  3.1095
F  1.2436  0.0328  1.2203
Sb  1.7835  1.8904  1.3331
F  0.2960  2.2024  2.4594
F  2.9165  1.4584  2.7868
F  2.3023  3.7082  1.4120
F  3.2319  1.4692  0.1347
F  0.7794  2.2844  -0.2316
C  2.4158  2.6283  -3.4817
N  2.6422  1.3660  -2.7895
C  3.8938  0.9160  -2.5248
C  4.1142  -0.1728  -1.7582
C  2.9695  -0.7990  -1.1840
N  1.7532  -0.4254  -1.5497
C  1.5677  0.6692  -2.3011
O  0.3986  1.0618  -2.5044
N  3.0826  -1.7881  -0.2869
H  2.3966  2.4758  -4.5608
H  3.2072  3.3236  -3.2133
H  1.4592  3.0244  -3.1528
H  4.6977  1.5138  -2.9299
H  5.1158  -0.4784  -1.5033
H  3.9666  -1.9000  0.1798
H  2.2617  -1.9504  0.2781

Results
Spin multiplicity = 2
DFT total energy = -57623.373 eV
F_max = 0.0464 hartree/bohr
Gap between HOMO and LUMO (spin up / spin down) = 7.80 / 6.16 eV
E_HOMO (spin up / spin down) = -8.11 / -8.39 eV



No. 3
Density functional theory data (ωB97M-V/def2-TZVPD) for a structure of composition C50H56AgN4O2P.

Geometry (Å):
Ag  -1.1942  0.4737  0.0778
C  -2.5066  -0.9940  6.6631
C  -1.6965  -1.5893  5.5076
C  -1.3757  -0.5871  4.4415
C  -0.4806  0.4313  4.4997
C  0.5162  0.7355  5.5781
C  1.7057  -0.2324  5.5605
C  -0.5714  1.1228  3.2070
C  0.1282  2.2961  2.8688
C  0.0339  3.0470  1.6961
C  0.7161  4.3236  1.4470
C  1.6945  4.9766  2.3715
C  3.1046  4.3997  2.2141
C  0.3437  4.7176  0.2026
C  -0.5682  3.6812  -0.3047
C  -1.1742  3.6862  -1.5643
C  -2.0744  2.7427  -2.0950
N  -2.5623  1.6853  -1.4291
C  -3.3804  1.0055  -2.2601
C  -4.1321  -0.1185  -1.8944
C  -4.1475  -0.7921  -0.6592
N  -3.2398  -0.6410  0.3211
C  -3.6492  -1.3457  1.3901
C  -3.0149  -1.3555  2.6437
C  -1.9944  -0.5193  3.1139
N  -1.4706  0.5115  2.4187
C  -4.8813  -2.0630  1.0606
C  -5.1883  -1.7244  -0.2232
C  -6.3967  -2.1158  -1.0165
C  -7.4637  -1.0196  -1.0770
C  -5.6244  -2.9864  1.9750
C  -5.0056  -4.3859  2.0367
C  -3.4398  1.6854  -3.5549
C  -2.6239  2.7712  -3.4528
C  -2.3421  3.8223  -4.4793
C  -3.1589  5.1025  -4.2818
C  -4.2491  1.2416  -4.7341
C  -5.6659  1.8214  -4.7467
N  -0.6892  2.7046  0.6128
C  0.7216  5.9743  -0.5159
C  -0.3629  7.0525  -0.4430
H  -2.8567  -1.7684  7.3523
H  -3.3777  -0.4606  6.2777
H  -1.9123  -0.2789  7.2343
H  -2.2565  -2.4201  5.0729
H  -0.7719  -2.0285  5.8945
H  0.0311  0.7357  6.5609
H  0.9013  1.7469  5.4348
H  1.3955  -1.2518  5.8037
H  2.4613  0.0709  6.2917
H  2.1731  -0.2510  4.5721
H  0.8072  2.6800  3.6204
H  1.3680  4.8440  3.4067
H  1.7117  6.0570  2.1954
H  3.1056  3.3232  2.3972
H  3.8121  4.8648  2.9056
H  3.4673  4.5539  1.1949
H  -0.8974  4.5053  -2.2223
H  -4.8404  -0.4795  -2.6360
H  -3.4109  -2.0672  3.3618
H  -6.8391  -3.0193  -0.5863
H  -6.0982  -2.3852  -2.0353
H  -7.7247  -0.6909  -0.0689
H  -8.3742  -1.3700  -1.5715
H  -7.0945  -0.1446  -1.6137
H  -6.6645  -3.0683  1.6450
H  -5.6618  -2.5638  2.9832
H  -5.0772  -4.8779  1.0642
H  -5.5037  -5.0182  2.7770
H  -3.9462  -4.3298  2.2916
H  -2.5364  3.4188  -5.4791
H  -1.2773  4.0727  -4.4538
H  -4.2296  4.8938  -4.3325
H  -2.9186  5.8530  -5.0400
H  -2.9605  5.5333  -3.2988
H  -4.3122  0.1502  -4.7365
H  -3.7337  1.5176  -5.6598
H  -6.2010  1.5413  -3.8373
H  -6.2412  1.4677  -5.6070
H  -5.6370  2.9124  -4.7805
H  0.9302  5.7465  -1.5669
H  1.6554  6.3667  -0.1019
H  -1.3000  6.6799  -0.8601
H  -0.0748  7.9546  -0.9898
H  -0.5568  7.3263  0.5963
O  3.2679  -0.2018  2.6237
C  2.4385  -0.5783  1.7648
O  1.7727  -1.6310  1.7129
C  2.2736  0.3889  0.5693
P  1.0636  -0.2231  -0.6582
C  1.2951  0.9921  -2.0331
C  0.7342  0.7348  -3.2866
C  0.8178  1.6580  -4.3145
C  1.4679  2.8731  -4.1130
C  2.0171  3.1488  -2.8714
C  1.9271  2.2175  -1.8411
C  1.9302  -1.6614  -1.4051
C  1.3401  -2.9159  -1.2977
C  1.9439  -4.0334  -1.8572
C  3.1547  -3.9072  -2.5263
C  3.7549  -2.6589  -2.6326
C  3.1413  -1.5431  -2.0782
H  3.2591  0.5680  0.1280
H  1.8894  1.3368  0.9527
H  0.2050  -0.1981  -3.4526
H  0.3565  1.4390  -5.2704
H  1.5258  3.6020  -4.9134
H  2.5038  4.1001  -2.6883
H  2.3322  2.4678  -0.8694
H  0.4153  -3.0103  -0.7416
H  1.4748  -5.0049  -1.7571
H  3.6308  -4.7794  -2.9594
H  4.7023  -2.5523  -3.1482
H  3.6059  -0.5676  -2.1751

Results
Spin multiplicity = 1
DFT total energy = -76105.702 eV
F_max = 0.0132 hartree/bohr
Gap between HOMO and LUMO = 5.32 eV
Net charge = -2
E_HOMO = -1.05 eV



No. 4
Density functional theory data (ωB97M-V/def2-TZVPD) for an isolated molecule of C19H18ClN3O6S2 at a distorted geometry.

Geometry (Å):
C  0.2865  4.1353  3.9515
N  -0.2273  3.4117  5.0881
C  -1.6261  3.0728  5.0397
S  0.7484  2.2037  5.6898
O  0.1745  1.7650  6.9266
O  2.0958  2.6834  5.6813
C  0.5968  0.8571  4.5029
C  -0.1925  -0.2350  4.8053
C  -0.3386  -1.2440  3.8676
C  0.2805  -1.1289  2.6339
Cl  0.0714  -2.3809  1.4564
C  1.0704  -0.0149  2.3196
N  1.6689  0.0680  1.0642
C  1.9762  1.2130  0.4043
O  1.8285  2.3317  0.8356
C  2.5456  0.9491  -1.0004
O  1.5708  0.4203  -1.8946
C  1.3794  -0.9061  -1.8988
O  1.9493  -1.6551  -1.1330
C  0.4094  -1.3474  -2.9144
C  0.0937  -2.7053  -2.9866
C  -0.8115  -3.1501  -3.9243
C  -1.4179  -2.2547  -4.7996
C  -1.1248  -0.8857  -4.7187
C  -0.2058  -0.4453  -3.7778
N  -1.7823  0.0497  -5.5133
C  -2.4740  -0.1641  -6.6656
O  -3.0878  0.7203  -7.2120
C  -2.3586  -1.5624  -7.2334
S  -2.5881  -2.8454  -5.9672
C  1.2334  0.9755  3.2849
H  -0.1798  5.1204  3.9156
H  0.1006  3.6168  3.0037
H  1.3568  4.2519  4.0987
H  -1.8539  2.5075  5.9398
H  -2.2189  3.9877  5.0295
H  -1.8783  2.4740  4.1546
H  -0.6640  -0.2885  5.7729
H  -0.9370  -2.1149  4.0834
H  1.7677  -0.8143  0.5581
H  2.8593  1.9006  -1.4325
H  3.3936  0.2584  -0.9265
H  0.5711  -3.3898  -2.3037
H  -1.0680  -4.1953  -3.9939
H  0.0241  0.6064  -3.7054
H  -1.7536  1.0113  -5.1968
H  -3.1237  -1.7142  -7.9924
H  -1.3699  -1.6971  -7.6791
H  1.8640  1.8257  3.0898

Results
Spin multiplicity = 1
DFT total energy = -70944.730 eV
F_max = 0.0209 hartree/bohr
Gap between HOMO and LUMO = 8.52 eV
SMILES = CN(C)S(=O)(=O)c1ccc(Cl)c(NC(=O)COC(=O)c2ccc3c(c2)NC(=O)CS3)c1
E_HOMO = -8.91 eV



Number 1 is which compound?
C6H14N2O2



Which of these has the lowest DFT total energy?
C50H56AgN4O2P



Which value of F_max does entry 4 give?
0.0209 hartree/bohr